A structure of composition C3H9N2O at a distorted geometry, computed with wB97M-V/def2-TZVPD.

Each line ends with the Mulliken charge.
CARTESIAN COORDINATES (ANGSTROEM)
C (-1.2416, -0.1726, -0.8314)  -0.498
C (-0.4594, 0.6320, 0.3147)  -0.564
C (1.0175, 0.5250, 0.3979)  0.644
N (1.8192, 1.3068, 1.1776)  -0.408
O (1.5612, -0.3768, -0.3402)  -0.576
N (-0.6722, -1.5665, -0.7835)  -0.498
H (-2.4415, -0.1144, -0.7204)  0.321
H (-0.9422, 0.1281, -2.0084)  0.315
H (-0.8184, 0.1155, 1.2606)  0.283
H (-0.8566, 1.7074, 0.5279)  0.349
H (2.7485, 0.9333, 1.4973)  0.284
H (1.5122, 2.2903, 1.5157)  0.280
H (-1.0179, -1.9827, 0.1099)  0.303
H (-0.7624, -2.2679, -1.5496)  0.305
H (0.5536, -1.1576, -0.5679)  0.460

Output
Total charge   +1
2S+1   1
Max |F|   0.069 Eh/bohr
Energy relative to the best compared isomer or geometry (same formula, charge and spin)   1.6323 eV



The ion C3H9N2O with charge +1 at a distorted geometry, computed with wB97M-V/def2-TZVPD.

Each line ends with the Mulliken charge.
CARTESIAN COORDINATES (ANGSTROEM)
O (0.0920, 2.1989, 0.1236)  -0.549
C (-0.8334, 1.4092, 0.1011)  0.528
N (-1.9968, 1.6475, -0.5293)  -0.377
C (-0.5261, -0.0726, 0.4118)  -0.614
N (0.8369, -0.2626, -0.2030)  -0.225
C (1.5682, -1.5789, 0.2288)  -0.791
H (-2.1256, 2.3488, -1.2438)  0.263
H (-2.6005, 0.8413, -0.5492)  0.224
H (-1.1923, -0.8711, 0.1342)  0.472
H (-0.3470, -0.0521, 1.5102)  0.332
H (0.6056, -0.3576, -1.1911)  0.337
H (1.5644, 0.4083, 0.0459)  0.379
H (0.7572, -2.2975, 0.3610)  0.329
H (2.2896, -2.0391, -0.4264)  0.326
H (1.9075, -1.3226, 1.2262)  0.366

Output
Total charge   +1
2S+1   1
Max |F|   0.071 Eh/bohr
Energy relative to the best compared isomer or geometry (same formula, charge and spin)   1.4832 eV



The ion C3H9N2O with charge +1, computed with wB97M-V/def2-TZVPD.

Each line ends with the Mulliken charge.
CARTESIAN COORDINATES (ANGSTROEM)
N (1.8292, -0.4777, 0.3289)  -0.637
C (0.6492, -0.1169, -0.3911)  0.148
C (0.1567, 1.2977, -0.1107)  -0.628
O (-1.2340, 1.2206, -0.3771)  -0.312
C (-1.7311, 0.0155, 0.0868)  -0.365
N (-0.5091, -0.9044, 0.1875)  -0.186
H (2.5567, 0.2252, 0.2439)  0.257
H (2.2241, -1.3610, 0.0236)  0.251
H (0.6580, -0.2953, -1.4691)  0.328
H (0.5890, 2.0388, -0.7756)  0.371
H (0.3552, 1.5769, 0.9284)  0.366
H (-2.4299, -0.4045, -0.6315)  0.330
H (-2.1776, 0.0773, 1.0783)  0.333
H (-0.6698, -1.7937, -0.2858)  0.346
H (-0.2667, -1.0984, 1.1635)  0.399

Output
Total charge   +1
2S+1   1
Max |F|   0.007 Eh/bohr
Energy relative to the best compared isomer or geometry (same formula, charge and spin)   1.5322 eV



A cluster of 2 separate species, C3H9N2O2 in total at a distorted geometry, computed with wB97M-V/def2-TZVPD.

Each line ends with the Mulliken charge.
CARTESIAN COORDINATES (ANGSTROEM)
N (-2.0175, 0.2458, -0.9644)  -0.719
C (-1.8993, 0.3246, 0.4807)  -0.292
O (-1.0858, -0.6417, 1.0787)  -0.704
H (-2.5408, -0.5759, -1.2226)  0.213
H (-1.0774, 0.1319, -1.3206)  0.415
H (-1.4730, 1.3029, 0.7518)  0.238
H (-2.8995, 0.2396, 0.9313)  0.295
C (1.7001, 0.8343, 0.4574)  -0.839
C (1.8629, -0.4709, -0.2935)  0.431
N (0.7279, -1.1123, -0.5837)  -0.545
O (3.0067, -0.8217, -0.6279)  -0.748
H (1.1681, 1.5594, -0.1583)  0.176
H (2.6804, 1.2187, 0.7548)  0.315
H (1.1688, 0.7374, 1.4090)  0.266
H (0.9920, -1.9651, -1.0554)  0.128
H (-0.3136, -1.0068, 0.3630)  0.369

Output
Total charge   -1
2S+1   1
Max |F|   0.022 Eh/bohr
Energy relative to the best compared isomer or geometry (same formula, charge and spin)   0.9215 eV



Q: total charge of number 2 (C3H9N2O)?
A: +1



Q: Number 4 is which compound?
A: C3H9N2O2



Q: max |F| of number 2 (C3H9N2O)?
A: 0.071 Eh/bohr